{"formula": "C4H11NOS", "method": "ωB97M-V/def2-TZVPD", "elements": ["O", "C", "N", "C", "C", "C", "S", "H", "H", "H", "H", "H", "H", "H", "H", "H", "H", "H"], "positions_angstrom": [[-2.984639, -0.943394, 0.774625], [-1.900748, -0.029476, 0.857088], [-0.722262, -0.354813, 0.057937], [0.566299, -0.421097, 0.858599], [1.680473, -0.506769, -0.207934], [1.856199, 0.966742, -0.844423], [0.997939, 0.855109, -2.525389], [-3.464596, -0.682883, -0.017989], [-2.212200, 0.981205, 0.588413], [-1.615101, -0.006544, 1.918764], [-0.920391, -1.318972, -0.223159], [0.504049, 0.417217, 1.555058], [0.522772, -1.335151, 1.440743], [1.199656, -1.157446, -0.951357], [2.647303, -0.790663, 0.171828], [2.828730, 1.387315, -1.070456], [1.251730, 1.623262, -0.223358], [-0.235213, 1.316359, -2.158990]], "atomic_forces_ev_per_a": [[0.60, 0.44, -0.61], [0.40, 0.58, 1.20], [-0.07, -0.95, 0.35], [-1.32, -0.52, -1.00], [-0.45, 2.62, 0.37], [-2.17, -1.90, -0.95], [-0.08, 0.97, 0.41], [-0.22, -0.28, 0.01], [-0.32, 0.04, -0.01], [-0.18, -0.02, -0.06], [0.28, 0.27, -0.31], [0.75, 0.14, -0.21], [0.28, -0.24, 0.42], [1.09, -0.05, 0.05], [0.15, -0.73, 0.20], [0.23, -0.39, 0.38], [0.32, 0.36, -0.19], [0.71, -0.34, -0.06]], "orbital_gap_ev": 9.212, "energy_ha": -687.13329}

***

{"formula": "C4H11NOS", "method": "ωB97M-V/def2-TZVPD", "elements": ["C", "C", "C", "C", "N", "O", "S", "H", "H", "H", "H", "H", "H", "H", "H", "H", "H", "H"], "positions_angstrom": [[1.336274, 0.288502, -1.487662], [1.479400, 1.005982, 0.921615], [0.362312, -1.179501, 0.307029], [0.671252, 0.250479, -0.111645], [-3.789445, -1.265595, 0.124838], [-0.902819, 2.375813, 0.361663], [-0.985603, 1.087514, -0.331747], [0.681619, -0.147850, -2.239659], [1.566407, 1.313313, -1.773621], [2.265405, -0.279583, -1.465009], [1.036495, 0.911150, 1.908255], [1.521089, 2.063540, 0.669761], [2.499287, 0.624256, 0.959427], [-0.283162, -1.663437, -0.422450], [1.282463, -1.756182, 0.391948], [-0.141626, -1.200367, 1.270736], [-4.302120, -2.022417, 0.573276], [-4.297230, -0.405609, 0.343239]], "atomic_forces_ev_per_a": [[-0.02, 0.00, 0.20], [-0.08, 0.11, -0.07], [0.01, 0.07, 0.03], [-0.28, 0.06, -0.32], [0.39, 0.07, -0.29], [-0.08, 1.60, 0.71], [0.29, -1.52, -0.48], [0.01, -0.04, -0.13], [0.01, 0.06, -0.07], [0.10, -0.07, -0.02], [-0.04, 0.03, 0.16], [0.03, 0.06, 0.05], [0.04, -0.13, -0.04], [-0.08, -0.13, -0.07], [0.10, -0.05, -0.04], [-0.05, -0.02, 0.09], [-0.24, -0.03, 0.18], [-0.12, -0.05, 0.10]], "orbital_gap_ev": [7.473, 9.046], "energy_ha": -687.07405}

***

{"formula": "C4H11NOS", "method": "ωB97M-V/def2-TZVPD", "elements": ["O", "C", "N", "C", "C", "C", "S", "H", "H", "H", "H", "H", "H", "H", "H", "H", "H", "H"], "positions_angstrom": [[1.230451, -0.480866, 2.383592], [0.287622, -1.062550, 1.486178], [0.832388, -1.137945, 0.165529], [1.177800, 0.118582, -0.477037], [-0.001049, 1.060100, -0.550532], [-1.265722, 0.364074, -1.086930], [-2.648762, 1.554472, -1.149642], [1.307837, -0.977613, 3.206044], [-0.590633, -0.418822, 1.499288], [-0.122396, -2.051920, 1.717434], [1.571799, -1.823599, 0.147454], [1.518688, -0.206411, -1.467886], [2.076330, 0.574601, -0.044635], [-0.182779, 1.559221, 0.405172], [0.137745, 1.880098, -1.209650], [-1.124311, -0.070833, -2.070544], [-1.476526, -0.506583, -0.471422], [-2.728478, 1.625991, -2.482416]], "atomic_forces_ev_per_a": [[0.11, -0.39, 0.55], [-0.27, 0.25, -0.57], [-0.83, -0.29, 0.57], [1.04, -0.59, -0.54], [-0.68, -0.52, -0.04], [0.32, 0.00, 0.58], [-0.08, -0.33, 0.03], [-0.13, 0.00, -0.19], [-0.03, 0.22, -0.22], [0.67, -0.07, 0.59], [0.16, 0.12, -0.17], [-0.29, 0.40, -0.20], [-0.26, 0.31, 0.29], [-0.19, -0.36, 0.15], [0.78, 0.75, -0.74], [0.22, 0.24, -0.25], [-0.52, 0.19, 0.16], [-0.01, 0.04, 0.00]], "orbital_gap_ev": 9.549, "energy_ha": -687.15996}

***

{"formula": "C4H11NOS", "method": "ωB97M-V/def2-TZVPD", "elements": ["C", "C", "N", "O", "H", "H", "H", "H", "H", "C", "S", "C", "H", "H", "H", "H", "H", "H"], "positions_angstrom": [[1.452766, 0.426823, 0.667971], [2.374901, -0.813693, 0.930537], [2.173967, -1.773953, 0.008391], [3.242938, -0.770172, 1.724736], [1.270695, 1.032021, 1.571669], [0.639105, 0.257858, 0.148177], [1.891154, 1.297212, 0.042756], [2.897783, -2.387049, -0.300496], [1.396182, -1.513356, -0.626444], [-3.026003, 0.941956, 0.517144], [-1.842320, 1.185616, -0.905322], [-1.675621, -0.386265, -1.647948], [-3.750696, 0.230349, 0.200173], [-2.514758, 0.279179, 1.230312], [-3.452259, 1.748003, 1.004681], [-1.600673, -1.247724, -0.875337], [-0.793780, -0.327197, -2.284336], [-2.423160, -0.773028, -2.288849]], "atomic_forces_ev_per_a": [[4.51, 2.62, 2.24], [-1.46, 2.87, -2.08], [-2.09, 0.12, -1.22], [1.99, -0.47, 2.11], [-0.29, -0.88, 0.02], [-4.49, -1.23, -2.09], [0.38, -1.83, 0.60], [0.23, -0.32, 0.09], [1.25, -0.90, 0.37], [2.19, -3.50, -1.07], [-0.84, 1.88, 0.94], [0.60, -2.58, 1.53], [-1.23, -0.02, -0.69], [0.32, 0.69, 0.27], [-0.49, 1.95, 0.40], [0.49, 1.40, -0.98], [0.30, -0.10, 0.31], [-1.37, 0.29, -0.74]], "orbital_gap_ev": 9.393, "energy_ha": -687.14686}

***

{"formula": "C4H11NOS", "method": "ωB97M-V/def2-TZVPD", "elements": ["C", "O", "C", "C", "C", "S", "N", "H", "H", "H", "H", "H", "H", "H", "H", "H", "H", "H"], "positions_angstrom": [[-0.448612, -1.399703, 0.256646], [-0.187134, -2.952926, 0.193224], [0.537644, -0.483852, -0.237336], [-0.001905, 1.033481, -0.538965], [0.014040, 2.144391, 0.585065], [-1.276263, 2.192022, 1.949699], [0.986955, -0.917446, -1.573228], [-0.517966, -1.230864, 1.458473], [-1.453898, -1.347118, -0.211464], [0.681141, -3.206726, 0.507965], [1.457202, -0.280599, 0.461246], [-1.006407, 0.767828, -1.047970], [0.727451, 1.496751, -1.191935], [0.942369, 2.215377, 1.160732], [-0.246841, 3.158134, 0.052238], [-2.270525, 1.644138, 1.354334], [0.182285, -1.514950, -1.868552], [1.880462, -1.317936, -1.310172]], "atomic_forces_ev_per_a": [[-1.70, -3.83, 5.30], [-0.86, 3.19, -0.75], [3.20, 3.59, -1.04], [-1.28, -1.41, 1.01], [-2.10, 0.36, -0.36], [2.55, 0.56, 0.09], [-0.99, 0.56, 1.42], [-0.47, -0.20, -2.69], [0.71, 0.11, 0.22], [0.41, 0.38, 0.24], [-1.57, -0.95, -1.11], [1.43, 1.45, 0.66], [-0.10, -0.42, -0.69], [-0.04, 0.14, -0.35], [0.61, -1.51, 0.92], [-1.55, -0.82, -1.16], [2.00, -0.18, -0.35], [-0.25, -1.03, -1.37]], "charge": 1, "orbital_gap_ev": [9.615, 4.041], "energy_ha": -686.75942, "multiplicity": 2}

***

{"formula": "C4H11NOS2", "method": "ωB97M-V/def2-TZVPD", "elements": ["C", "C", "C", "C", "N", "O", "S", "S", "H", "H", "H", "H", "H", "H", "H", "H", "H", "H", "H"], "positions_angstrom": [[-0.102984, -1.164722, -0.451221], [1.218705, 0.773831, -1.250339], [0.439350, 0.526299, 1.218496], [0.092200, 0.318130, -0.243246], [-2.490877, 0.173771, 0.974521], [-1.011054, 2.710492, -0.224575], [-3.777582, -0.538551, 0.164626], [-1.361744, 1.332222, -0.592236], [-0.841770, -1.653609, 0.230342], [-0.313459, -1.349416, -1.392256], [0.788805, -1.578757, -0.186969], [1.272952, 1.823112, -1.497556], [1.179898, 0.217444, -2.189388], [2.033354, 0.547568, -0.609452], [-0.518405, 0.443727, 1.781831], [1.278128, -0.230536, 1.530143], [0.726655, 1.573561, 1.225346], [-2.677153, 1.065978, 1.502013], [-3.173481, -1.712148, -0.226135]], "atomic_forces_ev_per_a": [[-2.16, 1.44, 3.91], [-1.08, -0.39, 0.97], [0.68, -0.16, 0.05], [-0.03, 0.15, -0.69], [-2.12, -1.74, 1.54], [0.67, 1.82, 0.57], [0.51, 0.42, 1.13], [0.68, -0.41, -3.11], [0.31, 0.68, -0.48], [-1.13, -1.29, -4.71], [2.69, -1.41, 0.45], [-0.35, 0.41, 0.26], [0.17, -0.15, 0.30], [1.68, -0.34, -0.29], [1.25, -0.39, 0.03], [-1.58, 1.65, -0.26], [0.61, 0.06, 0.87], [-0.83, -1.17, -0.84], [0.05, 0.82, 0.30]], "orbital_gap_ev": [7.087, 7.042], "energy_ha": -1085.18888, "multiplicity": 3}